{"formula": "C40H100N5O9S", "method": "ωB97M-V with the def2-TZVPD basis set", "elements": ["S", "O", "O", "O", "O", "C", "C", "N", "C", "C", "C", "C", "C", "O", "C", "H", "H", "H", "H", "H", "H", "H", "H", "H", "H", "H", "H", "H", "H", "H", "H", "H", "H", "H", "H", "C", "C", "N", "C", "C", "C", "C", "C", "O", "C", "H", "H", "H", "H", "H", "H", "H", "H", "H", "H", "H", "H", "H", "H", "H", "H", "H", "H", "H", "H", "C", "C", "N", "C", "C", "C", "C", "C", "O", "C", "H", "H", "H", "H", "H", "H", "H", "H", "H", "H", "H", "H", "H", "H", "H", "H", "H", "H", "H", "H", "C", "C", "N", "C", "C", "C", "C", "C", "O", "C", "H", "H", "H", "H", "H", "H", "H", "H", "H", "H", "H", "H", "H", "H", "H", "H", "H", "H", "H", "H", "C", "C", "N", "C", "C", "C", "C", "C", "O", "C", "H", "H", "H", "H", "H", "H", "H", "H", "H", "H", "H", "H", "H", "H", "H", "H", "H", "H", "H", "H"], "xyz": [[-14.123, -18.107, -8.381], [-13.006, -18.212, -9.362], [-14.333, -16.695, -7.981], [-15.400, -18.590, -8.998], [-13.807, -18.960, -7.231], [-14.607, -19.822, -11.949], [-13.945, -21.094, -12.439], [-12.954, -21.727, -11.387], [-12.339, -22.899, -12.032], [-11.829, -20.732, -10.985], [-10.975, -20.276, -12.192], [-13.630, -22.100, -10.052], [-14.886, -22.910, -10.183], [-14.663, -24.140, -10.718], [-15.742, -25.037, -10.715], [-15.085, -20.088, -10.997], [-15.429, -19.494, -12.594], [-13.922, -18.980, -11.753], [-13.392, -20.921, -13.351], [-14.694, -21.875, -12.616], [-11.931, -22.717, -13.035], [-13.079, -23.699, -12.121], [-11.551, -23.239, -11.334], [-11.222, -21.195, -10.202], [-12.346, -19.865, -10.566], [-11.599, -19.815, -12.937], [-10.323, -21.027, -12.631], [-10.278, -19.505, -11.816], [-13.854, -21.172, -9.509], [-12.867, -22.669, -9.499], [-15.602, -22.269, -10.715], [-15.307, -23.013, -9.166], [-16.714, -24.665, -11.044], [-15.853, -25.225, -9.629], [-15.493, -26.002, -11.144], [-14.548, -12.989, -7.173], [-13.846, -12.419, -5.958], [-12.388, -13.060, -5.801], [-11.922, -12.515, -4.447], [-12.443, -14.595, -5.851], [-13.203, -15.208, -4.663], [-11.447, -12.668, -6.949], [-11.309, -11.166, -7.162], [-10.689, -10.465, -6.075], [-9.270, -10.494, -6.138], [-14.021, -12.614, -8.073], [-15.599, -12.700, -7.256], [-14.460, -14.073, -7.210], [-14.350, -12.641, -5.016], [-13.693, -11.343, -5.979], [-10.901, -12.852, -4.223], [-12.630, -12.846, -3.674], [-11.879, -11.422, -4.488], [-11.398, -14.887, -5.790], [-12.892, -14.906, -6.809], [-13.222, -16.293, -4.805], [-14.239, -14.857, -4.661], [-12.754, -15.000, -3.685], [-11.810, -13.174, -7.851], [-10.444, -13.059, -6.751], [-12.237, -10.649, -7.399], [-10.722, -11.042, -8.084], [-8.928, -11.541, -6.164], [-8.728, -9.978, -5.347], [-9.012, -10.056, -7.089], [-18.289, -20.161, -4.004], [-18.750, -19.723, -5.370], [-17.588, -19.250, -6.295], [-16.514, -20.368, -6.537], [-18.199, -18.820, -7.681], [-18.848, -19.989, -8.392], [-16.851, -18.083, -5.727], [-17.614, -16.812, -5.841], [-18.809, -16.806, -5.095], [-19.719, -15.846, -5.519], [-17.831, -19.393, -3.367], [-17.506, -20.914, -4.120], [-19.134, -20.641, -3.502], [-19.400, -18.870, -5.296], [-19.231, -20.507, -5.933], [-15.924, -20.078, -7.405], [-16.991, -21.339, -6.677], [-15.922, -20.367, -5.619], [-17.348, -18.430, -8.238], [-18.928, -18.043, -7.466], [-18.047, -20.690, -8.612], [-19.213, -19.603, -9.348], [-19.662, -20.525, -7.902], [-15.897, -18.020, -6.240], [-16.622, -18.303, -4.684], [-17.833, -16.658, -6.896], [-16.924, -16.001, -5.530], [-20.634, -15.970, -4.915], [-20.021, -15.937, -6.578], [-19.288, -14.855, -5.275], [-11.611, -19.926, -5.072], [-10.233, -20.367, -5.459], [-9.563, -19.431, -6.446], [-9.248, -18.104, -5.782], [-8.268, -20.099, -6.941], [-7.390, -20.651, -5.804], [-10.551, -19.245, -7.634], [-9.915, -18.526, -8.853], [-9.491, -17.163, -8.569], [-10.627, -16.300, -8.526], [-12.088, -20.628, -4.405], [-12.294, -19.802, -5.915], [-11.536, -18.990, -4.510], [-10.231, -21.342, -5.959], [-9.626, -20.447, -4.560], [-10.120, -17.519, -5.492], [-8.617, -17.463, -6.424], [-8.659, -18.344, -4.891], [-7.729, -19.356, -7.529], [-8.544, -20.861, -7.671], [-7.165, -19.858, -5.084], [-6.450, -21.002, -6.245], [-7.861, -21.485, -5.286], [-11.419, -18.686, -7.289], [-10.942, -20.210, -7.953], [-10.763, -18.468, -9.555], [-9.029, -18.996, -9.299], [-11.238, -16.497, -9.410], [-10.304, -15.263, -8.497], [-11.264, -16.519, -7.662], [-18.167, -14.666, -8.770], [-16.898, -15.275, -9.290], [-17.075, -15.631, -10.796], [-17.971, -16.859, -10.952], [-17.657, -14.418, -11.577], [-17.477, -14.579, -13.031], [-15.757, -16.092, -11.332], [-14.516, -15.162, -11.060], [-14.842, -13.849, -11.214], [-13.691, -12.969, -11.295], [-18.457, -13.798, -9.373], [-18.108, -14.401, -7.701], [-19.013, -15.350, -8.824], [-16.529, -16.158, -8.758], [-16.083, -14.546, -9.272], [-17.502, -17.719, -10.454], [-18.078, -17.060, -12.037], [-18.995, -16.631, -10.645], [-17.270, -13.489, -11.155], [-18.737, -14.487, -11.387], [-17.932, -13.771, -13.601], [-17.890, -15.511, -13.409], [-16.401, -14.528, -13.247], [-15.837, -16.367, -12.391], [-15.547, -16.993, -10.747], [-13.653, -15.409, -11.709], [-14.152, -15.458, -10.049], [-14.072, -11.942, -11.198], [-13.096, -13.063, -12.219], [-12.978, -13.118, -10.435]], "e_lumo_ev": -5.3, "homo_lumo_gap_ev": 9.27, "charge": 3, "molar_mass_g_mol": 827.33, "homo_energy_ev": -14.56}